Here is one molecule with the formula C5H8O from the Open Molecules 2025 dataset. Energies are from the ωB97M-V functional and the def2-TZVPD basis.

Computed properties:
gap between HOMO and LUMO: 10.141 eV
LUMO: 0.59 eV
total charge: 0
DFT total energy: -7358.0581 eV
energy above the lowest of the compared OMol25 structures with the same formula, charge and spin: 96.8 kcal per mole

Geometry (Å):
O  1.26  -1.16  1.12
C  0.96  -0.87  -0.21
C  -0.53  -0.78  -0.52
C  1.18  1.50  -0.21
C  -1.14  0.46  0.13
C  -0.10  1.56  0.07
H  -0.40  2.59  0.29
H  1.52  0.12  -0.52
H  0.93  -0.43  1.67
H  -1.02  -1.70  -0.17
H  -1.43  0.27  1.18
H  -2.06  0.77  -0.38
H  1.49  -1.59  -0.84
H  -0.66  -0.74  -1.61

***

Here is one molecule with the formula C5H8O from the Open Molecules 2025 dataset. Energies are from the ωB97M-V functional and the def2-TZVPD basis.

Computed properties:
gap between HOMO and LUMO (alpha / beta): 7.704 / 7.466 eV
LUMO (alpha / beta): -0.72 / -0.56 eV
total charge: 0
DFT total energy: -7357.4805 eV
energy above the lowest of the compared OMol25 structures with the same formula, charge and spin: 110.1 kcal per mole

Geometry (Å):
O  -1.12  1.16  0.90
C  2.84  -0.03  -0.13
C  1.50  -0.11  0.05
C  -0.99  0.36  -0.27
C  0.32  -0.17  -0.71
C  -2.02  -0.77  -0.12
H  -3.02  -0.35  0.01
H  3.35  0.51  -0.92
H  1.37  -0.26  1.13
H  -1.79  -1.36  0.77
H  3.48  -0.45  0.65
H  -1.31  0.95  -1.16
H  -0.59  1.96  0.78
H  -2.01  -1.43  -0.99

***

Here is one molecule with the formula C5H8O at a distorted geometry from the Open Molecules 2025 dataset. Energies are from the ωB97M-V functional and the def2-TZVPD basis.

Computed properties:
gap between HOMO and LUMO: 8.325 eV
LUMO: 0.93 eV
total charge: 0
DFT total energy: -7359.0371 eV
energy above the lowest of the compared OMol25 structures with the same formula, charge and spin: 74.2 kcal per mole

Geometry (Å):
O  0.31  -1.63  0.73
C  -0.06  0.68  1.28
C  -0.01  -1.36  -0.63
C  -0.42  1.04  -0.14
C  0.42  -0.66  1.55
C  0.35  0.06  -1.01
H  -0.86  0.82  1.98
H  0.56  -2.11  -1.18
H  0.73  1.27  1.72
H  -1.50  0.96  -0.33
H  1.46  0.20  -0.75
H  0.24  0.23  -2.08
H  -0.13  2.07  -0.36
H  -1.07  -1.57  -0.77